Formula: C24H24BN12O3PtS
Source: the OMol25 dataset
Level of theory: wB97M-V/def2-TZVPD

Results
**HOMO-LUMO gap (spin up / spin down)**: 6.90 / 6.04 eV
**Energy**: -64045.674 eV
**Energy relative to the best compared isomer or geometry (same formula, charge and spin)**: 31.3 kcal/mol
**Spin multiplicity**: 2
**Total charge**: +2
**LUMO (spin up / spin down)**: -0.2408 / -0.2728 Ha

Structure (XYZ):
```
66
Properties=species:S:1:pos:R:3:forces:R:3
Pt -0.7078 0.7766 -0.6463 -0.261 0.710 -0.967
C 0.2981 3.7982 -3.3942 0.004 0.010 -0.019
C -0.4071 3.3233 -2.2940 -0.033 -0.023 -0.041
N -0.0479 2.0604 -2.0678 0.092 -0.188 0.084
N 0.8785 1.7024 -2.9766 0.038 -0.067 0.062
C 1.0952 2.7440 -3.7968 0.003 -0.007 -0.005
B 1.5039 0.2772 -2.9408 -0.017 0.020 0.063
N 2.1350 0.0874 -1.5108 -0.014 0.085 -0.006
C 3.3077 -0.4639 -1.1674 0.029 -0.014 0.029
C 3.4364 -0.4009 0.2108 0.013 -0.005 -0.031
C 2.2671 0.2194 0.6425 -0.036 0.070 0.056
N 1.4941 0.5102 -0.4073 -0.077 -0.247 0.152
N 0.3263 -0.7325 -3.0294 -0.059 0.059 -0.055
C -0.0350 -1.6617 -3.9296 0.034 -0.008 0.029
C -1.2659 -2.1805 -3.5689 -0.005 -0.013 -0.015
C -1.6206 -1.5021 -2.4148 0.022 0.034 -0.006
N -0.6547 -0.6364 -2.0963 0.030 -0.121 0.367
N 2.5696 0.1338 -3.9727 -0.011 -0.019 -0.034
C 3.7271 0.8560 -4.0451 0.032 0.011 -0.015
C 4.3823 0.4821 -5.1845 -0.013 0.011 0.030
C 3.5409 -0.4888 -5.7676 -0.004 -0.014 -0.012
N 2.4589 -0.6925 -5.0457 0.002 -0.004 -0.002
H 0.2307 4.7740 -3.8406 0.001 -0.002 0.002
H -1.1418 3.8066 -1.6710 0.001 0.000 0.005
H 1.7957 2.6618 -4.6111 -0.005 0.007 0.001
H 3.9806 -0.8410 -1.9199 -0.002 0.007 0.001
H 4.2801 -0.7111 0.8025 0.003 0.007 -0.005
H 1.9763 0.5256 1.6353 -0.038 -0.035 0.015
H 0.6203 -1.8688 -4.7578 -0.004 -0.001 -0.005
H -1.8307 -2.9346 -4.0870 0.003 0.001 -0.001
H -2.5056 -1.5782 -1.8072 -0.009 0.007 -0.004
H 3.9900 1.5780 -3.2876 0.000 -0.003 -0.002
H 5.3254 0.8486 -5.5496 0.000 0.002 0.002
H 3.6867 -1.0417 -6.6815 -0.001 0.000 0.000
N -0.2949 1.4892 7.0211 0.014 -0.046 0.018
C -0.7405 1.4773 5.7493 -0.016 0.017 -0.007
C -2.1003 1.2338 5.4672 0.013 -0.004 0.012
C -2.5595 1.2405 4.1745 -0.030 0.008 -0.018
C -1.6659 1.4743 3.1236 -0.084 0.023 -0.015
C -0.3136 1.7217 3.3821 0.038 -0.016 -0.028
C 0.1457 1.7171 4.6757 -0.006 -0.004 0.003
S -2.2668 1.4935 1.5146 0.305 -0.007 0.119
O -1.2508 2.2596 0.6716 -0.062 -0.226 0.244
O -3.6143 1.9180 1.4525 0.011 0.030 -0.058
N -1.9481 0.0527 0.7774 0.076 -0.509 0.236
C -2.5504 -1.1382 1.1717 0.163 0.425 -0.222
N -3.6233 -1.0415 1.9445 -0.101 -0.163 0.068
C -4.2703 -2.1726 2.2036 0.022 0.083 0.002
C -3.8612 -3.3970 1.6888 -0.001 -0.039 -0.014
C -2.6876 -3.3938 0.9678 0.061 0.013 0.084
N -1.9960 -2.2692 0.7262 0.245 -0.010 0.029
H -0.9330 1.3994 7.7918 -0.004 0.014 -0.002
H 0.6511 1.7478 7.2376 -0.004 0.016 -0.002
H -2.7909 1.0689 6.2839 -0.005 -0.001 -0.002
H -3.6075 1.0805 3.9602 0.001 0.006 0.006
H 0.3558 1.9755 2.5693 -0.016 0.002 0.009
H 1.1827 1.9472 4.8847 0.002 0.005 -0.004
H -5.1466 -2.0906 2.8356 0.010 -0.006 0.019
H -4.4117 -4.3066 1.8744 -0.008 0.003 -0.018
H -2.2624 -4.3141 0.5814 -0.006 0.007 -0.008
C 0.5317 -2.3316 2.2228 -0.091 0.266 -0.065
C 0.5347 -2.5453 0.7949 0.001 -0.458 0.157
O 0.8132 -2.8807 -0.2313 -0.135 0.259 -0.228
H 1.5275 -2.5857 2.5965 0.027 0.034 -0.102
H -0.2297 -2.9779 2.6560 -0.058 -0.021 0.023
H 0.2929 -1.2833 2.4084 -0.077 0.031 0.091
```
Positions in Å, forces in eV/Å.